DFT (ωB97M-V with the def2-TZVPD basis set) results for one molecule with the formula C7H8O in a non-equilibrium geometry.

Summary:
SMILES string: O[C@]12C=C[C@H](C=C1)C2
Electronic energy in a.u.: -346.488608
Spin multiplicity: 1
Total charge: 0
Gap between HOMO and LUMO in eV: 9.41

CARTESIAN COORDINATES (ANGSTROEM)
O -0.27718 1.65225 -1.60044
C -0.40502 1.12626 0.73979
C 1.08312 -1.18511 0.14557
C -0.50562 0.19131 1.54592
C 1.28606 0.08966 -0.36286
C -0.95599 -0.48736 -0.59299
C -0.20126 0.69979 -0.43581
C -0.34786 -1.07435 0.65894
H 0.17652 1.02479 -2.37108
H 1.84183 -2.16282 0.18151
H 0.13405 2.21282 1.21549
H 2.30408 0.74523 -0.47454
H -0.31601 -0.00208 2.66258
H -0.89319 -2.00388 1.13665
H -0.78795 -0.64149 -1.78470
H -2.13558 -0.18502 -0.66401

Atomic forces in eV per Å
O 1.74 -3.60 -1.19
C 1.27 13.39 9.50
C 2.99 0.63 -0.57
C -0.11 -7.27 6.07
C 2.19 -1.20 0.21
C -5.18 -0.38 -5.00
C 5.41 1.27 -12.10
C -2.69 -4.02 1.22
H -1.78 2.72 2.78
H -2.22 3.09 0.28
H -2.26 -2.86 -1.81
H -2.81 -1.95 -0.26
H -0.59 1.10 -1.85
H 1.43 1.54 -1.20
H 0.00 -1.55 2.94
H 2.62 -0.92 0.99